This record from the OMol25 dataset describes an isolated molecule of C4H11NO2. The level of theory is ωB97M-V with the def2-TZVPD basis set.

Its SMILES is N[C@H](CO)CCO. The value obtained for the gap between HOMO and LUMO is 10.19 eV. For the HOMO energy, the calculation gives -9.4 eV. The LUMO energy comes out at 0.79 eV.

```
18
C4H11NO2, DFT ωB97M-V with the def2-TZVPD basis set
N -0.882 1.099 -0.184
C -0.341 -0.193 -0.114
C -1.086 -1.100 0.769
O -2.664 -0.806 0.510
C 1.131 -0.095 0.296
C 1.926 0.779 -0.560
O 2.036 0.013 -1.899
H -1.462 1.519 0.620
H -1.605 1.418 -0.818
H -0.427 -0.753 -1.049
H -0.960 -0.877 1.897
H -1.053 -2.187 0.739
H -3.001 -0.676 1.438
H 1.602 -1.113 0.117
H 1.071 -0.035 1.364
H 2.941 0.791 -0.036
H 1.327 1.694 -0.638
H 1.446 0.519 -2.452
```

Atomic partial charges in e from the natural (NBO) method, atoms 1 to 8: number 1, N, carries -0.871; number 2, C, carries -0.123; number 3, C, carries -0.057; number 4, O, carries -0.771; number 5, C, carries -0.426; number 6, C, carries -0.103; number 7, O, carries -0.740; number 8, H, carries 0.372